# 1
69
Properties=species:S:1:pos:R:3:forces:R:3 method="wB97M-V/def2-TZVPD" lumo_energy_ev=-0.5 e_above_lowest_kj_mol=63.6 energy_ha=-3886.69710 total_charge=0 homo_energy_ev=-7.409
Be -0.0121 -0.2636 -1.2387 0.54 -0.17 0.79
C -0.3918 3.7512 1.7557 0.16 -1.35 0.02
C 0.4257 2.4508 1.8742 0.00 -0.78 -0.15
C 1.3477 2.5108 3.0643 2.10 0.62 -0.16
C -0.4553 1.2483 2.1000 -1.57 -1.02 0.32
C -1.5217 1.4134 3.0133 0.63 0.79 0.17
C -2.4695 0.4548 3.2718 0.06 -0.48 0.05
C -2.2369 -0.8313 2.8149 1.41 -0.31 -1.12
C -1.1618 -1.1384 1.9366 0.42 2.49 0.01
C -0.9475 -2.6152 1.6730 -1.58 -0.09 0.02
C -0.2822 -3.0702 0.4152 2.18 0.62 -0.69
C -2.3315 -3.3635 1.6549 -0.14 1.24 -0.27
C -0.3160 -0.0182 1.4671 -0.68 -0.85 0.20
N 0.5649 -0.1331 0.3172 -1.50 0.34 -0.58
C 1.9137 -0.3153 0.5003 0.73 -0.32 -0.08
C 2.4504 -1.1644 1.4833 -0.90 0.55 0.21
C 3.8069 -1.3246 1.6061 0.32 -0.46 0.77
C 4.7295 -0.6983 0.8026 -0.46 0.76 -1.35
C 4.2602 0.1304 -0.2222 -0.85 0.16 0.20
C 2.8714 0.2717 -0.3438 0.91 0.71 -0.54
F 2.4780 1.1345 -1.3572 -0.23 -0.43 0.73
H 0.2836 4.5515 1.4529 -0.39 0.20 -0.06
H -0.8725 3.9443 2.7317 0.24 0.31 -0.66
H -1.1509 3.4636 1.0179 -0.08 0.94 0.01
H 0.9721 2.2336 0.9386 0.00 0.38 0.37
H 0.8878 2.9358 3.9316 -0.70 0.18 0.57
H 2.2149 3.1817 2.8718 -0.38 -0.35 -0.03
H 1.7634 1.5510 3.3687 -0.04 -0.13 -0.22
H -1.5689 2.3371 3.6129 -0.19 -0.33 -0.67
H -3.3656 0.7096 3.8256 0.19 -0.16 0.31
H -2.7924 -1.7002 3.1137 -0.60 0.33 0.34
H -0.4269 -2.9695 2.5719 0.26 -0.13 -0.31
H -0.8591 -2.8895 -0.4777 -0.56 0.22 -0.21
H -0.1312 -4.1343 0.4627 0.07 -0.58 0.04
H 0.7120 -2.6197 0.1935 -0.62 -0.32 0.38
H -3.1999 -2.6927 1.4836 0.65 -0.33 -0.03
H -2.4909 -3.8504 2.5824 -0.35 -0.66 0.90
H -2.3487 -4.0823 0.8621 0.06 -0.60 -0.33
H 1.7399 -1.6222 2.1928 0.55 0.14 -0.43
H 4.1629 -1.9492 2.3988 0.20 -0.36 0.34
H 5.7789 -0.8454 0.8914 0.62 -0.17 0.33
H 4.9054 0.7355 -0.8884 -0.44 -0.65 0.46
C -1.8800 4.4897 -1.7131 -0.52 0.38 -0.42
C -2.1706 3.0082 -1.5497 -0.10 0.97 -0.43
C -3.4908 2.5757 -1.4090 -0.24 -0.73 -0.36
C -3.8141 1.2344 -1.5256 0.19 0.20 0.49
C -2.7121 0.3677 -1.6207 -0.70 -0.12 0.37
Br -3.2228 -1.4275 -1.8711 0.59 -0.39 0.19
N -1.4361 0.7306 -1.5691 -0.89 0.63 -0.40
C -1.1927 2.0676 -1.6906 0.32 -0.61 0.62
H -2.2796 5.1007 -0.8849 0.34 -0.44 -0.09
H -2.4586 4.8392 -2.5964 0.52 -0.13 0.35
H -0.8145 4.7394 -1.8721 -0.56 -0.32 0.17
H -4.2799 3.2926 -1.3373 -0.36 0.44 0.20
H -4.8614 0.8333 -1.4520 1.38 0.55 -0.27
H -0.1670 2.3679 -1.8844 0.05 -0.24 0.32
C 2.4732 -2.6507 -2.4224 -0.81 0.10 -1.48
C 1.0000 -2.3844 -2.9118 -0.19 -0.43 -0.12
C 0.9635 -2.6685 -4.4500 -0.49 -0.40 1.07
C 0.5717 -0.9302 -2.7157 0.23 -0.15 1.19
H 2.7433 -3.7039 -2.4041 -0.26 -0.27 0.01
H 2.7652 -2.2273 -1.4739 -0.15 0.36 0.25
H 3.0742 -2.2268 -3.2530 0.14 0.06 0.73
H 0.2383 -3.0263 -2.3934 0.84 0.16 -0.40
H 1.6439 -1.9348 -4.8627 0.08 0.10 -0.53
H -0.0627 -2.5095 -4.8576 0.77 -0.19 0.22
H 1.3282 -3.6836 -4.6720 -0.19 0.26 -0.14
H -0.2915 -0.7102 -3.3286 -0.16 -0.01 -0.82
H 1.3971 -0.2818 -3.0061 0.09 0.25 -0.41



# 2
72
Properties=species:S:1:pos:R:3:forces:R:3 method="wB97M-V/def2-TZVPD" lumo_energy_ev="-8.2 / -8.2" e_above_lowest_kj_mol=222.3 energy_ha=-2770.82724 spin_multiplicity=2 total_charge=+2 homo_energy_ev="-13.545 / -13.506"
Ir -0.2002 0.5409 -0.4786 -0.86 -0.38 -1.08
C -1.2129 1.9341 0.8815 -0.22 -0.27 -0.05
C 0.0313 1.9561 1.6041 0.30 -0.22 -1.09
C 0.0173 0.7726 2.5090 -0.22 -0.47 0.22
C -1.1913 0.1450 2.3173 0.18 0.15 0.28
C -1.9973 0.8287 1.3463 0.29 -0.35 -0.62
C -3.3994 0.4430 0.9786 -0.15 -0.05 -0.18
C -4.1623 1.6358 0.3947 0.12 0.03 0.12
C -4.1317 -0.0947 2.2216 0.16 0.14 0.11
C -3.3313 -0.6960 -0.0655 -0.07 -0.02 0.09
C 1.0154 0.2395 3.5157 0.36 0.00 0.13
C 0.6098 -1.1677 3.9831 -0.07 0.05 -0.09
C 1.0164 1.1398 4.7705 -0.07 -0.01 -0.15
C 2.4317 0.1169 2.9263 -0.15 0.03 -0.02
C 1.0602 3.0392 1.2894 0.10 0.21 -0.02
C 2.0602 2.4240 0.2943 0.22 -0.06 0.09
C 0.3831 4.2253 0.5767 -0.14 -0.10 0.04
C 1.8053 3.6183 2.4970 -0.18 -0.07 0.14
H -1.6420 2.7964 0.3999 0.06 -0.04 -0.12
H -1.5139 -0.7341 2.8479 0.03 -0.07 -0.11
H -4.1883 2.4632 1.1065 -0.04 0.02 -0.04
H -5.1905 1.3462 0.1835 0.01 -0.01 -0.03
H -3.7156 1.9892 -0.5363 -0.01 0.02 0.00
H -4.0335 0.5891 3.0666 -0.07 -0.01 0.02
H -3.7577 -1.0743 2.5202 0.00 0.01 0.01
H -5.1912 -0.1998 1.9943 0.01 -0.01 -0.02
H -2.9441 -0.3350 -1.0164 -0.03 -0.06 0.00
H -4.3362 -1.0847 -0.2350 -0.02 0.01 0.05
H -2.7008 -1.5154 0.2852 -0.02 -0.02 -0.01
H -0.3109 -1.1533 4.5680 -0.02 -0.04 -0.03
H 1.3920 -1.5618 4.6295 0.00 0.02 0.02
H 0.4928 -1.8516 3.1401 -0.01 -0.02 0.02
H 0.0229 1.1582 5.2206 0.02 0.00 0.04
H 1.3136 2.1621 4.5591 0.01 0.01 0.04
H 1.7145 0.7225 5.4961 -0.01 0.02 0.02
H 2.4063 -0.4627 2.0008 0.08 0.00 0.00
H 3.0633 -0.4096 3.6406 0.01 0.00 -0.01
H 2.8986 1.0766 2.7314 0.02 -0.01 -0.03
H 1.5114 1.8790 -0.4854 0.52 0.30 -0.20
H 2.7554 1.7402 0.7736 0.03 -0.02 -0.03
H 2.6210 3.2151 -0.2042 0.02 0.02 0.06
H 0.0096 3.9520 -0.4125 -0.03 0.01 0.01
H 1.1176 5.0168 0.4396 0.03 -0.03 -0.01
H -0.4329 4.6380 1.1725 -0.01 0.02 -0.03
H 2.4183 2.8943 3.0208 -0.01 -0.01 0.00
H 1.1049 4.0660 3.2038 0.04 0.02 0.04
H 2.4689 4.4082 2.1469 -0.02 0.00 -0.05
Cl 3.2175 -5.5943 -3.2559 0.02 0.01 -0.03
C 2.5290 -4.0707 -2.8582 -0.02 -0.01 -0.12
C 2.5351 -3.0361 -3.8064 0.06 0.00 -0.04
C 1.9808 -1.8170 -3.5170 -0.12 0.20 0.16
Cl 1.9907 -0.5632 -4.7055 0.06 -0.16 -0.12
C 1.3900 -1.5333 -2.2581 0.22 -0.24 -0.08
O 0.8807 -0.3572 -2.0368 -0.73 0.70 0.65
C 1.4017 -2.5966 -1.3289 -0.04 0.17 -0.25
C 0.8348 -2.4102 -0.0563 0.13 -0.20 0.03
O 0.3311 -1.3692 0.4030 -0.50 0.80 0.62
C 1.9568 -3.8552 -1.6421 -0.03 -0.11 0.21
H 2.9842 -3.2048 -4.7763 -0.02 0.01 -0.01
H 0.8457 -3.2861 0.6028 -0.04 0.12 0.16
H 1.9312 -4.6532 -0.9103 0.00 0.04 0.03
S -1.5104 1.5118 -2.2501 0.40 -0.40 1.32
C -0.4590 1.7756 -3.5910 0.63 0.11 -0.13
N -0.9856 1.5985 -4.8276 -0.02 0.06 0.16
C -0.2862 1.8762 -5.9462 -0.06 0.04 -0.13
C 0.9890 2.3426 -5.8284 0.07 0.10 0.04
C 1.4814 2.5063 -4.5306 -0.11 0.06 0.05
N 0.7766 2.2221 -3.4446 -0.08 0.16 0.08
H -1.9500 1.2898 -4.8876 0.04 -0.10 -0.11
H -0.7831 1.7262 -6.8944 -0.07 -0.04 0.04
H 1.5782 2.5890 -6.6981 -0.01 -0.01 -0.01
H 2.4733 2.9076 -4.3592 0.04 -0.07 -0.03